63
Properties=species:S:1:pos:R:3 method="wB97M-V/def2-TZVPD" gap_ev=8.30 largest_force_ev_per_a=0.8 smiles="CC(C)NC(=O)C1CCN(C2CCN(Cc3ccc4cccc(F)c4n3)CC2)CC1"
C 3.99 -3.54 -6.68
C 4.12 -2.18 -5.99
C 5.03 -2.27 -4.76
N 2.80 -1.68 -5.61
C 1.97 -2.28 -4.75
O 2.20 -3.35 -4.21
C 0.70 -1.47 -4.45
C 1.02 -0.52 -3.29
C -0.25 0.22 -2.85
N -1.38 -0.63 -2.54
C -1.55 -1.09 -1.17
C -2.05 0.06 -0.29
C -2.36 -0.45 1.12
N -1.24 -1.12 1.76
C -0.21 -0.20 2.22
C -0.72 0.65 3.36
C -1.51 0.07 4.38
C -1.94 0.85 5.41
C -1.58 2.22 5.44
C -1.97 3.10 6.46
C -1.59 4.41 6.43
C -0.81 4.91 5.38
C -0.42 4.06 4.38
F 0.33 4.55 3.37
C -0.79 2.70 4.36
N -0.38 1.91 3.35
C -0.74 -2.19 0.92
C -0.33 -1.73 -0.48
C -1.65 -1.55 -3.61
C -0.45 -2.39 -4.05
H 4.97 -3.89 -6.99
H 3.35 -3.46 -7.55
H 3.56 -4.26 -5.99
H 4.54 -1.46 -6.70
H 5.11 -1.30 -4.28
H 4.61 -2.98 -4.05
H 6.02 -2.61 -5.05
H 2.53 -0.78 -5.98
H 0.42 -0.89 -5.33
H 1.42 -1.11 -2.46
H 1.77 0.21 -3.59
H -0.57 0.88 -3.67
H -0.03 0.86 -1.99
H -2.34 -1.85 -1.21
H -1.31 0.85 -0.23
H -2.95 0.48 -0.73
H -2.68 0.37 1.76
H -3.18 -1.18 1.07
H 0.18 0.47 1.45
H 0.63 -0.80 2.60
H -1.76 -0.98 4.30
H -2.55 0.45 6.20
H -2.58 2.72 7.27
H -1.89 5.09 7.22
H -0.51 5.94 5.35
H 0.11 -2.66 1.43
H -1.53 -2.94 0.85
H 0.48 -1.01 -0.41
H 0.02 -2.60 -1.05
H -2.00 -0.96 -4.47
H -2.47 -2.21 -3.31
H -0.73 -3.02 -4.90
H -0.12 -3.05 -3.25

72
Properties=species:S:1:pos:R:3 method="wB97M-V/def2-TZVPD" gap_ev="4.68 / 4.74" de_lowest_ev=3.993 largest_force_ev_per_a=2.7 charge=-1
Mo -1.18 -0.48 0.72
S -1.37 -2.75 0.61
Sb -3.57 -3.48 1.61
S -2.09 -0.69 3.16
S -3.91 -1.47 3.19
S -2.80 -4.91 3.20
C -1.11 3.40 -2.85
Si -1.12 2.62 -1.11
C 0.63 3.00 -0.43
C -2.20 3.86 -0.14
C -1.08 0.68 -1.24
C 0.26 0.14 -1.40
C 1.32 0.48 -2.24
C 2.43 -0.33 -2.28
C 2.47 -1.49 -1.49
C 1.44 -1.73 -0.62
N 0.40 -0.89 -0.53
Si -2.28 -0.21 -2.52
C -3.86 -1.27 -2.44
C -2.60 0.91 -4.01
C -1.12 -1.57 -3.23
H -0.74 4.42 -2.75
H -2.11 3.45 -3.29
H -0.46 2.87 -3.55
H 0.64 3.95 0.12
H 1.35 3.10 -1.25
H 1.01 2.23 0.24
H -2.07 4.86 -0.56
H -1.90 3.89 0.91
H -3.25 3.61 -0.19
H 1.22 1.35 -2.87
H 3.25 -0.10 -2.94
H 3.29 -2.18 -1.56
H 1.42 -2.60 0.03
H -4.71 -0.74 -2.02
H -3.71 -2.19 -1.87
H -4.11 -1.56 -3.47
H -3.36 1.66 -3.80
H -2.95 0.28 -4.83
H -1.69 1.42 -4.36
H -0.87 -2.33 -2.49
H -0.18 -1.16 -3.63
H -1.63 -2.06 -4.05
Ge 0.80 -0.35 2.32
C 2.37 0.84 1.97
C 3.49 0.52 1.21
C 4.52 1.43 1.04
C 4.44 2.69 1.61
C 3.33 3.03 2.37
C 2.31 2.11 2.55
C 1.44 -2.18 2.78
C 2.64 -2.75 2.33
C 2.96 -4.07 2.63
C 2.08 -4.85 3.37
C 0.90 -4.30 3.84
C 0.59 -2.98 3.55
H 0.43 0.19 3.73
H 3.56 -0.45 0.74
H 5.40 1.16 0.46
H 5.24 3.41 1.46
H 3.25 4.01 2.82
H 1.44 2.37 3.14
H 3.34 -2.16 1.76
H 3.89 -4.49 2.27
H 2.32 -5.89 3.57
H 0.20 -4.89 4.40
H -0.34 -2.57 3.91
O -3.71 1.43 -1.04
Se -3.61 0.89 0.47
O -4.83 1.36 1.36
O -2.14 1.27 1.16
O -3.39 -0.75 0.45

69
Properties=species:S:1:pos:R:3 method="wB97M-V/def2-TZVPD" gap_ev=6.88 de_lowest_ev=0.026 largest_force_ev_per_a=0.5
W 0.66 0.35 -2.10
C -2.12 2.85 0.56
C -0.97 2.37 -0.28
N -0.93 1.18 -0.79
N -2.04 0.38 -0.48
C -2.28 -0.50 -1.38
S -1.28 -0.65 -2.84
S -3.64 -1.57 -1.29
C -4.49 -1.01 0.21
C -3.93 -1.59 1.49
C -4.08 -2.94 1.77
C -3.60 -3.48 2.95
C -2.96 -2.66 3.87
C -2.80 -1.31 3.60
C -3.28 -0.78 2.41
C 0.12 3.31 -0.56
C 0.35 4.40 0.29
C 1.33 5.33 0.03
C 2.09 5.21 -1.13
C 1.88 4.16 -2.00
C 0.91 3.20 -1.71
O 0.75 2.18 -2.58
H -3.02 2.29 0.34
H -2.29 3.91 0.39
H -1.88 2.70 1.61
H -5.52 -1.34 0.07
H -4.47 0.07 0.23
H -4.58 -3.59 1.05
H -3.72 -4.53 3.16
H -2.58 -3.07 4.80
H -2.31 -0.66 4.32
H -3.15 0.27 2.18
H -0.25 4.50 1.19
H 1.50 6.14 0.72
H 2.86 5.94 -1.35
H 2.47 4.04 -2.90
C 3.58 -0.54 -4.70
C 3.59 -0.60 -3.18
C 3.77 -2.04 -2.70
C 4.64 0.33 -2.59
O 2.31 -0.14 -2.74
H 4.54 -0.86 -5.10
H 3.40 0.49 -5.03
H 2.80 -1.18 -5.11
H 4.73 -2.43 -3.03
H 2.97 -2.67 -3.10
H 3.73 -2.07 -1.61
H 5.64 0.01 -2.90
H 4.58 0.31 -1.51
H 4.48 1.35 -2.95
C -0.66 -3.83 -0.22
C -0.54 -2.99 1.03
O 0.84 -2.59 1.25
P 1.31 -1.14 0.81
O 0.77 -0.98 -0.64
Te 3.56 -0.82 1.23
O 0.35 -0.12 1.60
C 0.50 0.00 3.03
C -0.17 1.28 3.47
H -1.69 -4.18 -0.32
H 0.00 -4.70 -0.16
H -0.41 -3.26 -1.11
H -0.82 -3.56 1.92
H -1.18 -2.11 0.98
H 1.57 0.02 3.28
H 0.06 -0.88 3.50
H 0.29 2.13 2.97
H -0.07 1.40 4.55
H -1.24 1.26 3.22

65
Properties=species:S:1:pos:R:3 method="wB97M-V/def2-TZVPD" gap_ev=8.81 de_lowest_ev=0.387 largest_force_ev_per_a=0.6 smiles="CC(C)C[C@H](NC(=O)[C@H]1CC(=O)N(c2ccc3c(c2)OCCO3)C1)C(=O)N1CCCCC1"
C -2.85 -2.64 1.55
C -1.43 -3.12 1.28
C -1.42 -4.26 0.27
C -0.52 -1.96 0.84
C -1.04 -1.17 -0.36
N 0.06 -0.56 -1.09
C 0.29 -0.78 -2.39
O -0.42 -1.50 -3.08
C 1.49 -0.04 -2.97
C 1.21 1.47 -3.01
C 1.84 2.01 -1.73
O 1.65 3.10 -1.27
N 2.65 1.03 -1.23
C 3.44 1.13 -0.06
C 4.59 0.37 0.07
C 5.34 0.44 1.23
C 4.96 1.28 2.27
C 3.82 2.08 2.12
C 3.06 1.98 0.97
O 3.42 2.95 3.09
C 4.41 3.21 4.06
C 5.07 1.91 4.50
O 5.72 1.29 3.41
C 2.74 -0.13 -2.09
C -1.96 -0.03 0.11
O -1.81 0.46 1.21
N -2.88 0.44 -0.76
C -3.18 -0.04 -2.09
C -4.57 -0.70 -2.10
C -5.62 0.30 -1.63
C -5.23 0.85 -0.26
C -3.82 1.45 -0.31
H -3.44 -3.44 2.01
H -2.85 -1.79 2.22
H -3.35 -2.35 0.63
H -1.02 -3.50 2.22
H -2.03 -5.09 0.63
H -1.83 -3.95 -0.69
H -0.41 -4.63 0.10
H -0.40 -1.27 1.67
H 0.46 -2.37 0.59
H -1.54 -1.84 -1.06
H 0.63 0.07 -0.56
H 1.66 -0.45 -3.97
H 1.71 1.94 -3.86
H 0.16 1.72 -3.05
H 4.92 -0.28 -0.72
H 6.23 -0.15 1.35
H 2.18 2.61 0.89
H 3.91 3.71 4.89
H 5.18 3.88 3.64
H 5.83 2.08 5.26
H 4.30 1.24 4.91
H 3.64 -0.09 -2.71
H 2.76 -1.05 -1.49
H -2.43 -0.73 -2.46
H -3.19 0.82 -2.76
H -4.79 -1.05 -3.11
H -4.56 -1.57 -1.44
H -6.60 -0.18 -1.57
H -5.68 1.12 -2.34
H -5.93 1.62 0.06
H -5.24 0.05 0.48
H -3.50 1.79 0.67
H -3.79 2.29 -1.01

67
Properties=species:S:1:pos:R:3 method="wB97M-V/def2-TZVPD" gap_ev=8.24 de_lowest_ev=0.613 largest_force_ev_per_a=1.0 smiles="COc1ccc(CCNC(=O)C[C@H](NS(=O)(=O)c2ccc(NC(C)=O)cc2)C(C)C)cc1OC"
C 0.77 1.70 -4.27
O 1.07 0.34 -4.51
C 1.74 -0.35 -3.54
C 2.54 0.27 -2.59
C 3.26 -0.47 -1.66
C 3.22 -1.86 -1.68
C 3.98 -2.67 -0.66
C 3.04 -3.54 0.18
N 1.94 -2.78 0.73
C 2.06 -2.05 1.84
O 3.08 -2.00 2.51
C 0.81 -1.27 2.21
C 0.78 0.13 1.55
N 0.65 0.08 0.11
S -0.65 -0.65 -0.60
O -0.66 -2.08 -0.38
O -0.67 -0.22 -1.96
C -2.02 0.08 0.28
C -2.87 -0.70 1.03
C -3.92 -0.11 1.70
C -4.12 1.27 1.63
N -5.19 1.81 2.33
C -5.58 3.12 2.44
C -6.82 3.27 3.29
O -5.01 4.05 1.92
C -3.24 2.05 0.87
C -2.20 1.45 0.20
C 2.00 1.00 1.90
C 2.23 1.08 3.41
C 1.81 2.40 1.32
C 2.41 -2.47 -2.62
C 1.66 -1.75 -3.54
O 0.90 -2.50 -4.39
C -0.31 -1.96 -4.88
H 0.07 1.99 -5.05
H 1.67 2.33 -4.34
H 0.30 1.82 -3.29
H 2.61 1.34 -2.56
H 3.88 0.05 -0.94
H 4.70 -3.32 -1.16
H 4.52 -2.00 0.00
H 3.60 -3.96 1.02
H 2.63 -4.36 -0.42
H 1.08 -2.73 0.19
H -0.07 -1.82 1.88
H 0.77 -1.15 3.29
H -0.13 0.64 1.91
H 1.51 -0.18 -0.38
H -2.71 -1.77 1.06
H -4.60 -0.72 2.28
H -5.76 1.13 2.82
H -7.09 4.32 3.35
H -7.65 2.72 2.85
H -6.64 2.89 4.29
H -3.40 3.12 0.82
H -1.51 2.03 -0.40
H 2.88 0.54 1.44
H 2.99 1.83 3.62
H 2.58 0.12 3.79
H 1.32 1.36 3.93
H 0.98 2.90 1.80
H 1.61 2.34 0.25
H 2.71 2.99 1.47
H 2.34 -3.55 -2.67
H -0.90 -2.82 -5.20
H -0.13 -1.30 -5.74
H -0.84 -1.41 -4.10

75
Properties=species:S:1:pos:R:3 method="wB97M-V/def2-TZVPD" gap_ev=5.46 de_lowest_ev=0.000 largest_force_ev_per_a=0.3 charge=-2
Na 0.30 0.25 -0.13
N -2.10 -0.17 4.96
C -1.07 0.48 4.25
S -0.60 2.03 4.86
N -0.66 -0.20 3.22
N 0.35 0.25 2.42
C 1.48 0.47 2.96
C 2.64 0.84 2.13
C 3.78 1.40 2.72
C 4.85 1.74 1.91
C 4.75 1.52 0.54
C 3.59 0.96 0.04
N 2.56 0.62 0.82
H -2.69 0.50 5.43
H -2.62 -0.80 4.36
H 1.63 0.38 4.04
H 3.80 1.57 3.79
H 5.74 2.19 2.34
H 5.55 1.80 -0.13
H 3.46 0.77 -1.02
N -0.75 1.93 -3.16
C 0.70 2.32 -3.41
C 0.80 3.14 -4.68
P 1.58 0.69 -3.56
O 0.51 -0.02 -4.62
O 2.88 0.89 -4.22
O 1.35 -0.02 -2.27
P 1.14 3.27 -1.87
O 0.12 4.56 -2.11
O 2.55 3.69 -1.92
O 0.49 2.50 -0.76
H -1.03 1.22 -3.83
H -1.34 2.76 -3.18
H -0.79 1.54 -2.20
H 0.48 2.55 -5.55
H 1.84 3.40 -4.83
H 0.21 4.06 -4.62
H 0.22 -0.84 -4.20
H -0.40 4.64 -1.30
C -2.81 2.18 -0.54
Si -3.31 0.39 -0.17
C -3.94 0.36 1.61
C -4.83 0.17 -1.30
N -2.00 -0.64 -0.45
C -2.07 -1.98 -0.23
C -3.26 -2.72 -0.05
C -3.29 -4.09 0.17
C -2.12 -4.83 0.22
C -0.91 -4.15 0.05
C -0.89 -2.79 -0.14
O 0.32 -2.13 -0.34
C 1.41 -2.49 0.41
C 2.63 -2.57 -0.24
C 3.78 -2.82 0.49
C 3.71 -3.00 1.87
C 2.48 -2.92 2.51
C 1.32 -2.66 1.79
H -3.52 2.84 -0.03
H -2.89 2.40 -1.61
H -1.80 2.44 -0.20
H -4.79 1.02 1.75
H -3.13 0.67 2.27
H -4.23 -0.65 1.90
H -5.49 1.05 -1.22
H -5.43 -0.71 -1.08
H -4.52 0.10 -2.35
H -4.20 -2.19 -0.09
H -4.25 -4.59 0.30
H -2.13 -5.90 0.39
H 0.03 -4.68 0.10
H 2.66 -2.37 -1.31
H 4.74 -2.85 -0.01
H 4.61 -3.18 2.44
H 2.42 -3.03 3.58
H 0.37 -2.54 2.28

72
Properties=species:S:1:pos:R:3 method="wB97M-V/def2-TZVPD" gap_ev=6.65 largest_force_ev_per_a=7.2 charge=+1
C 0.00 -4.31 4.72
C -0.55 -2.75 4.50
C -1.67 -2.76 3.33
Br -3.16 -1.70 4.25
C -1.31 -2.30 1.82
C -2.28 -3.34 0.93
C -3.84 -3.45 1.35
F -1.84 -4.79 1.08
C -1.71 -0.77 1.28
B -3.11 0.04 1.05
O -3.85 0.83 2.10
O -3.77 -0.06 -0.30
C -5.24 -0.09 -0.16
N -0.67 0.10 0.92
Cl -1.17 1.73 0.48
C 0.67 -0.57 0.99
C 1.36 -0.22 -0.50
C 0.36 -0.25 -1.78
C 0.26 1.21 -2.60
I 0.75 0.82 -4.73
C 1.57 0.38 1.89
C 1.49 0.54 3.48
C 0.02 0.64 4.19
Br 2.84 -0.58 4.54
C 0.29 -2.17 1.29
C 0.45 -3.08 -0.11
N 1.32 -3.01 2.07
C 2.61 -2.75 1.79
S 4.20 -2.52 1.14
H -0.66 -4.90 5.51
H -0.08 -4.86 3.67
H 1.11 -4.31 5.08
H 0.39 -2.10 4.33
H -0.96 -2.45 5.58
H -2.10 -3.88 3.42
H -2.33 -3.02 -0.22
H -4.44 -3.82 0.39
H -3.99 -4.31 2.15
H -4.39 -2.52 1.74
H -4.54 0.23 2.53
H -5.62 0.98 0.15
H -5.67 -0.30 -1.25
H -5.62 -0.96 0.51
H 2.30 -0.95 -0.59
H 1.86 0.86 -0.53
H -0.72 -0.66 -1.59
H 0.84 -0.99 -2.58
H -0.91 1.47 -2.60
H 0.91 2.05 -2.11
H 2.72 0.12 1.64
H 1.46 1.50 1.47
H 1.95 1.63 3.71
H -0.80 -0.08 3.79
H 0.18 0.36 5.34
H -0.41 1.74 4.20
H 1.49 -2.95 -0.65
H -0.32 -2.78 -0.94
H 0.44 -4.25 0.14
C 3.87 5.85 -7.48
C 3.21 6.78 -6.68
C 2.66 6.39 -5.46
C 2.79 5.06 -5.04
C 3.45 4.12 -5.84
C 3.99 4.52 -7.07
N 2.24 4.65 -3.74
O 1.65 5.51 -3.07
O 2.40 3.47 -3.39
H 4.30 6.15 -8.43
H 3.13 7.81 -7.01
H 2.15 7.13 -4.85
H 3.55 3.08 -5.53
H 4.50 3.79 -7.70